P:
A cluster of 13 separate species, C25H76N8O13 in total, computed with ωB97M-V/def2-TZVPD.

Geometry (Å):
1 C 5.15400 -18.51200 26.91100
2 O 6.43500 -18.63500 26.42500
3 H 4.52200 -17.89900 26.21800
4 H 5.04600 -18.00700 27.87200
5 H 4.66500 -19.43800 26.96500
6 H 6.72000 -19.39000 26.92100
7 C -0.11400 -20.51200 25.34300
8 O -0.12100 -21.24800 24.11000
9 H -0.90900 -20.88400 25.93800
10 H -0.37200 -19.45600 25.29100
11 H 0.86100 -20.51500 25.88300
12 H 0.18200 -22.14300 24.32400
13 C 1.26600 -16.42300 32.59800
14 O 0.44600 -15.78200 31.64200
15 H 0.78600 -17.31500 33.00400
16 H 1.46200 -15.78400 33.44400
17 H 2.23500 -16.67500 32.17900
18 H -0.47400 -15.72000 31.91300
19 C 6.64800 -19.09600 30.75800
20 O 7.42600 -20.22800 30.93500
21 N 6.68200 -18.23000 29.75700
22 N 5.57200 -18.81800 31.44100
23 H 7.36400 -18.48800 29.03700
24 H 6.19100 -17.43400 29.52100
25 H 5.38200 -19.48900 32.20200
26 H 5.20200 -17.80100 31.51800
27 C 7.01600 -21.64800 27.33600
28 O 8.26900 -21.97500 27.01600
29 N 6.65500 -20.96900 28.35500
30 N 6.11500 -21.86900 26.47600
31 H 7.38800 -20.73300 29.05200
32 H 5.70800 -20.59900 28.39700
33 H 6.41100 -22.38200 25.62800
34 H 5.13600 -21.82600 26.62100
35 C -1.64100 -20.68200 29.18900
36 O -1.21800 -21.83500 29.85600
37 N -2.86100 -20.26800 29.06000
38 N -0.78600 -19.90500 28.55400
39 H -3.65100 -20.96000 29.17100
40 H -3.27500 -19.49500 28.54200
41 H 0.17600 -20.22900 28.61200
42 H -1.03100 -19.23700 27.81400
43 C -2.18100 -17.41100 30.91500
44 O -2.20500 -16.30200 31.72400
45 N -3.09600 -18.32800 30.79600
46 N -1.21100 -17.57800 30.09400
47 H -3.93400 -18.19700 31.31000
48 H -2.93000 -19.15400 30.12000
49 H -0.29600 -17.10000 30.42200
50 H -1.13600 -18.45800 29.53000
51 C 1.77700 -13.95800 29.45200
52 C 2.73400 -15.03300 29.24200
53 C 2.76400 -15.47000 27.81900
54 O 3.90100 -14.82200 29.61300
55 H 0.79700 -14.24000 29.08600
56 H 2.11900 -13.06400 29.00000
57 H 1.66700 -13.81500 30.51800
58 H 2.29300 -15.88400 29.76400
59 H 3.32700 -14.81200 27.14000
60 H 1.80600 -15.53600 27.27800
61 H 3.41400 -16.34200 27.77200
62 H 4.36400 -14.12500 29.05900
63 C 4.96700 -15.98300 33.84500
64 C 5.25200 -15.60900 32.43200
65 C 6.75800 -15.80100 32.15100
66 O 4.68700 -16.36200 31.62100
67 H 5.39900 -15.20300 34.48200
68 H 5.34500 -16.99900 34.01300
69 H 3.86700 -16.03500 33.92200
70 H 4.88800 -14.59300 32.27800
71 H 7.24300 -16.74500 32.42900
72 H 7.36200 -15.02200 32.71000
73 H 6.95100 -15.56600 31.13300
74 H 4.40000 -15.80300 30.84700
75 C 1.45000 -22.53900 28.20000
76 C 2.94600 -22.68100 27.84100
77 C 3.00800 -23.88200 26.92700
78 O 3.46600 -21.67700 27.37600
79 H 1.03400 -23.50800 28.56400
80 H 0.91500 -22.22700 27.30300
81 H 1.17700 -21.89300 28.99100
82 H 3.51900 -22.91100 28.77800
83 H 4.03200 -24.16800 26.60600
84 H 2.56500 -23.71700 25.90400
85 H 2.47500 -24.78900 27.28000
86 H 3.58300 -21.01200 28.06800
87 C 1.64800 -17.32600 24.88700
88 C 1.23200 -17.96100 23.64900
89 C -0.16900 -17.56300 23.20700
90 O 2.07000 -17.72600 22.75800
91 H 0.92100 -17.59700 25.60000
92 H 1.67500 -16.25900 24.90500
93 H 2.62400 -17.65500 25.28400
94 H 1.30300 -19.01800 23.79500
95 H -0.25800 -16.45500 23.17000
96 H -0.94500 -17.83600 23.90700
97 H -0.36900 -17.92400 22.20900
98 H 2.02400 -16.81700 22.51300
99 C 2.04100 -18.80600 28.18600
100 C 2.89600 -18.92500 29.47300
101 C 2.13800 -19.30900 30.73100
102 O 3.84900 -19.75300 29.42800
103 H 1.27300 -18.07200 28.36700
104 H 1.62800 -19.75300 27.85500
105 H 2.69100 -18.43700 27.36000
106 H 3.27600 -17.89700 29.63400
107 H 2.11800 -20.43700 30.84800
108 H 1.07300 -19.01500 30.53000
109 H 2.50400 -18.93600 31.67400
110 H 4.33800 -19.47300 30.21300
111 C 3.34500 -21.06600 24.35400
112 C 4.18000 -20.56500 23.21300
113 C 5.63300 -20.22400 23.63400
114 O 4.31300 -21.41500 22.31700
115 H 2.97200 -20.22500 25.02000
116 H 3.90700 -21.77400 24.98100
117 H 2.44300 -21.47500 23.94600
118 H 3.78600 -19.64100 22.76900
119 H 6.21400 -21.04400 23.97600
120 H 5.48400 -19.63300 24.50900
121 H 6.19200 -19.48500 23.00400
122 H 3.44100 -21.53700 21.97200

Values from the calculation:
Charge: 0
HOMO energy (eV): -8.5

Atomic partial charges in e from the Mulliken method, atoms 1 to 99: 0.821, -0.664, 0.190, -0.650, -0.168, 0.460, -0.649, -0.639, 0.647, -0.054, 0.141, 0.353, -0.092, -0.570, 0.344, 0.514, -0.490, 0.356, -0.068, -0.785, 0.048, -0.025, 0.340, 0.041, 0.215, 0.094, 0.526, -0.839, 0.124, 0.161, 0.002, -0.119, 0.354, -0.181, 0.206, -0.688, -0.468, 0.679, 0.292, 0.377, -1.502, 0.383, 0.579, -0.839, -0.288, -0.185, 0.208, 0.288, -0.095, 0.708, -1.955, 2.604, -1.790, -0.554, 0.410, 0.448, 0.383, -1.355, 0.451, 0.336, 0.555, 0.431, -1.266, 0.482, -1.422, 0.200, 0.420, 0.279, 0.154, 0.585, 0.297, 0.421, 0.375, -0.334, -1.083, 0.935, -1.525, 1.107, 0.519, 0.034, 0.071, 0.303, 0.363, 0.197, 0.470, -1.207, -0.583, 1.002, -1.773, -0.469, 0.122, 0.741, -0.061, -0.223, 0.424, 0.333, 0.401, 0.418, 1.001

=====

Q:
A cluster of 13 separate species, C25H76N8O13 in total, computed with ωB97M-V/def2-TZVPD.

Geometry (Å):
1 C -3.33129 -1.60000 -3.54337
2 C -1.83891 -1.51620 -3.76744
3 O -1.06320 -1.97905 -2.68343
4 H -3.90896 -1.19064 -4.36785
5 H -3.61967 -1.02683 -2.65126
6 H -3.65524 -2.62163 -3.32726
7 H -1.61467 -0.46512 -4.00639
8 H -1.57486 -2.06911 -4.67965
9 H -0.13193 -1.71634 -2.82769
10 C 4.60754 -0.09965 -0.18802
11 C 3.97197 0.87928 -1.15672
12 O 3.67574 2.15629 -0.53954
13 H 3.82930 -0.57946 0.41179
14 H 5.39484 0.29199 0.44901
15 H 5.05660 -0.87468 -0.81865
16 H 3.18707 0.47910 -1.80398
17 H 4.74858 1.14035 -1.90707
18 H 3.25529 2.62531 -1.28227
19 C 0.23632 -1.58029 6.42348
20 C -0.96112 -1.84776 5.51506
21 O -0.49945 -2.17471 4.20268
22 H 0.72513 -2.45146 6.87395
23 H -0.04786 -1.00423 7.31172
24 H 1.01305 -1.00062 5.93037
25 H -1.45101 -0.86619 5.54780
26 H -1.60038 -2.59988 5.97835
27 H -1.28898 -2.11001 3.64304
28 C 0.87451 -5.77778 -0.42039
29 C 1.24571 -5.01553 0.82004
30 O 2.25980 -4.08701 0.49350
31 H 0.20440 -6.62037 -0.28727
32 H 1.78722 -6.03902 -0.97435
33 H 0.45174 -5.11841 -1.17659
34 H 1.56606 -5.65781 1.64673
35 H 0.33194 -4.54253 1.22044
36 H 2.60842 -3.74016 1.32291
37 C 1.38409 1.19159 3.60428
38 C 2.41570 1.52272 2.53989
39 O 1.74926 2.13504 1.44439
40 H 0.71679 0.45897 3.14582
41 H 0.82527 2.08990 3.85554
42 H 1.82581 0.78505 4.51449
43 H 2.97581 0.60380 2.26869
44 H 3.27207 2.13965 2.86867
45 H 2.39349 2.12444 0.68928
46 C 0.70466 -0.36980 -0.15300
47 C -0.65035 -0.53150 0.53183
48 O -1.76005 -0.83469 -0.32017
49 H 1.44316 -0.35701 0.64967
50 H 0.85241 0.54644 -0.73235
51 H 0.92333 -1.21490 -0.80719
52 H -0.84899 0.42643 1.03331
53 H -0.48898 -1.34022 1.25656
54 H -1.46554 -1.15053 -1.21288
55 C 3.36298 -2.97597 3.41655
56 O 3.10466 -4.19158 3.50447
57 N 2.37301 -2.01384 3.55628
58 N 4.61290 -2.49262 3.00995
59 H 2.59866 -1.05336 3.73105
60 H 1.40012 -2.28290 3.68208
61 H 4.80849 -1.56784 3.36539
62 H 5.38655 -3.12953 2.99108
63 C -0.96557 4.54043 -1.56367
64 O 0.24550 4.27509 -1.72855
65 N -1.84328 3.74038 -0.84083
66 N -1.52146 5.69410 -2.12909
67 H -1.57537 3.01421 -0.20997
68 H -2.80333 4.00636 -0.93407
69 H -0.92610 6.22170 -2.73227
70 H -2.50957 5.80180 -2.04045
71 C -5.11567 1.83268 -0.11708
72 O -5.19816 1.86477 1.10493
73 N -4.01468 1.30966 -0.76495
74 N -6.10440 2.40174 -0.91912
75 H -3.98089 1.26388 -1.76187
76 H -3.22940 1.05768 -0.19359
77 H -6.94106 2.58215 -0.38535
78 H -6.18334 2.12801 -1.87942
79 C -4.01239 -2.10011 2.44214
80 O -4.77226 -2.30979 3.36783
81 N -3.24582 -3.08607 1.84429
82 N -3.78874 -0.83711 1.94923
83 H -2.86949 -2.93560 0.92288
84 H -3.22512 -4.00841 2.22880
85 H -4.32375 -0.07980 2.33462
86 H -3.09731 -0.69357 1.23694
87 C 0.51330 1.06090 -4.19128
88 C 1.75224 1.93432 -4.20540
89 C 1.54522 3.14982 -5.14154
90 O 2.00895 2.45220 -2.90009
91 H 0.27906 0.68622 -5.18754
92 H -0.35623 1.45730 -3.65494
93 H 0.69464 0.18892 -3.53653
94 H 2.62352 1.41360 -4.60669
95 H 1.59329 2.91777 -6.20550
96 H 2.33407 3.84793 -4.85480
97 H 0.60246 3.66008 -4.92624
98 H 1.17603 2.84270 -2.57165
99 C -2.38933 2.72629 3.16250
100 C -3.28678 3.94283 3.40214
101 C -2.88922 5.15268 2.56096
102 O -4.63354 3.59994 3.32346
103 H -2.84101 1.81295 3.54684
104 H -1.34943 2.83965 3.45195
105 H -2.37200 2.55880 2.06808
106 H -3.02445 4.22175 4.42917
107 H -3.02226 6.09306 3.09282
108 H -3.45734 5.26587 1.62962
109 H -1.85394 5.03501 2.22419
110 H -4.84468 3.21517 2.45878
111 C 4.07541 -1.76593 -3.86981
112 C 2.58532 -1.72296 -4.14427
113 C 2.16217 -2.83521 -5.10488
114 O 1.84711 -1.79269 -2.91501
115 H 4.41527 -2.78216 -3.64657
116 H 4.36630 -1.20173 -2.98060
117 H 4.59301 -1.36466 -4.74090
118 H 2.26462 -0.79596 -4.62505
119 H 2.85803 -2.84711 -5.94684
120 H 1.17519 -2.60175 -5.50850
121 H 2.14397 -3.81386 -4.62812
122 H 2.35366 -2.35354 -2.30453

Values from the calculation:
Charge: 0
HOMO energy (eV): -9.4

Atomic partial charges in e from the Mulliken method, atoms 1 to 99: -1.140, 0.225, -0.529, 0.382, 0.035, 0.345, 0.012, 0.291, 0.217, -0.945, 0.042, -0.677, -0.017, 0.353, 0.412, -0.024, 0.479, 0.388, -1.105, -0.105, -0.462, 0.336, 0.389, 0.129, 0.251, 0.328, 0.071, -1.167, 0.215, -0.422, 0.381, 0.306, 0.124, 0.378, 0.046, 0.131, -1.085, 0.378, -0.482, 0.085, 0.392, 0.353, -0.351, 0.465, 0.353, 0.339, 0.701, -0.396, -0.317, -0.087, 0.343, -0.155, -0.306, 0.192, 0.286, -0.640, 0.201, -0.314, -0.013, 0.149, 0.211, 0.237, 0.617, -0.767, 0.076, -0.422, -0.158, 0.085, 0.251, 0.158, 0.594, -0.632, 0.312, -0.510, 0.165, -0.420, 0.280, 0.184, 0.459, -0.696, -0.237, 0.034, 0.156, 0.211, 0.014, -0.036, -1.237, 0.450, -1.730, -0.232, 0.510, 0.538, 0.125, 0.545, 0.446, 0.406, 0.264, 0.116, -0.793

=====

Stability, lowest: P